{
  "formula": "C29H37F3Ge2N2Ru",
  "method": "the ωB97M-V functional and the def2-TZVPD basis",
  "spin_multiplicity": 5,
  "orbital_gap_ha": [0.27585, 0.17926],
  "energy_ev": -157400.70530,
  "charge": 2,
  "species": ["Ru", "C", "C", "Ge", "C", "C", "C", "C", "Ge", "C", "C", "C", "C", "C", "C", "C", "C", "C", "C", "H", "H", "H", "H", "H", "H", "H", "H", "H", "H", "H", "H", "H", "H", "H", "H", "H", "H", "H", "H", "H", "H", "H", "H", "H", "H", "C", "N", "C", "C", "C", "C", "C", "N", "C", "C", "C", "C", "C", "C", "H", "H", "H", "H", "H", "H", "H", "H", "H", "H", "H", "F", "C", "F", "F"],
  "xyz": [[-1.343, 0.124, -0.596], [0.243, 4.020, 2.504], [-0.744, 2.994, 1.959], [-0.208, 2.196, 0.187], [-0.469, 3.532, -1.345], [0.451, 4.737, -1.240], [1.751, 2.048, 0.189], [2.339, 0.816, 0.142], [0.960, -0.664, -0.019], [1.264, -1.918, 1.540], [2.640, -2.555, 1.678], [0.904, -1.280, -1.968], [2.222, -1.802, -2.543], [3.757, 0.633, 0.243], [4.381, -0.537, -0.265], [5.747, -0.668, -0.257], [6.539, 0.348, 0.286], [5.948, 1.503, 0.817], [4.585, 1.644, 0.809], [-0.179, 4.465, 3.407], [0.436, 4.837, 1.809], [1.196, 3.563, 2.775], [-1.725, 3.434, 1.786], [-0.863, 2.166, 2.654], [-1.515, 3.830, -1.273], [-0.303, 2.984, -2.274], [0.263, 5.317, -0.337], [0.258, 5.393, -2.092], [1.505, 4.467, -1.279], [2.367, 2.944, 0.133], [0.488, -2.683, 1.484], [1.053, -1.301, 2.416], [2.881, -3.218, 0.846], [2.658, -3.153, 2.591], [3.424, -1.808, 1.775], [0.572, -0.414, -2.552], [0.140, -2.051, -2.051], [2.996, -1.037, -2.549], [2.057, -2.117, -3.574], [2.584, -2.669, -1.989], [3.767, -1.319, -0.687], [6.209, -1.558, -0.661], [7.615, 0.243, 0.302], [6.569, 2.284, 1.234], [4.140, 2.527, 1.245], [-1.929, -3.071, -0.296], [-2.103, -1.816, -1.023], [-2.873, -1.815, -2.070], [-3.052, -0.618, -2.800], [-3.886, -0.305, -3.908], [-3.793, 1.047, -4.073], [-2.888, 1.532, -3.062], [-2.427, 0.541, -2.326], [-2.576, -3.039, 1.076], [-3.605, -3.921, 1.380], [-4.176, -3.916, 2.644], [-3.721, -3.035, 3.612], [-2.692, -2.151, 3.314], [-2.123, -2.161, 2.052], [-0.858, -3.263, -0.184], [-2.356, -3.889, -0.879], [-3.375, -2.721, -2.402], [-4.485, -1.000, -4.474], [-4.301, 1.660, -4.800], [-2.605, 2.557, -2.884], [-3.964, -4.616, 0.631], [-4.978, -4.606, 2.869], [-4.154, -3.032, 4.603], [-2.339, -1.464, 4.071], [-1.289, -1.493, 1.836], [-4.038, 0.195, 0.026], [-2.938, 0.923, 0.298], [-3.200, 2.187, -0.131], [-2.839, 0.995, 1.639]],
  "forces_ev_per_a": [[0.2866, 0.7357, -0.9875], [-0.0979, 0.0762, 0.0726], [0.2962, -0.2764, -0.7468], [0.2829, 0.8849, 0.7606], [-0.2099, -0.7006, 0.3848], [-0.0340, 0.0758, -0.0645], [-0.1089, 0.3800, 0.0819], [0.3054, -0.7340, 0.0314], [0.5985, -0.0631, 0.2693], [-0.1268, 0.2708, -0.6705], [-0.0616, -0.0134, 0.0104], [-0.1136, 0.1354, 0.6735], [-0.0611, 0.0359, -0.0327], [-0.4355, 0.2239, -0.0877], [0.2012, -0.1795, 0.0495], [-0.1415, -0.1599, -0.0497], [-0.0397, 0.0600, 0.0017], [-0.0633, 0.1309, 0.1049], [0.2890, 0.1027, 0.0211], [0.1106, 0.0130, 0.0164], [0.0216, -0.0361, 0.0036], [0.0265, 0.0123, -0.0121], [-0.0391, -0.0191, 0.0746], [-0.0804, -0.0070, 0.0180], [-0.0171, -0.0123, -0.0959], [-0.0596, 0.0746, -0.0578], [0.0493, -0.0148, -0.0082], [0.0437, 0.0407, 0.0450], [0.0109, 0.0257, 0.0159], [0.0417, -0.0339, 0.0591], [0.0371, 0.0253, 0.0744], [-0.1171, 0.0073, -0.0064], [0.0252, 0.0237, -0.0104], [0.0361, -0.0318, -0.0358], [0.0779, 0.0087, 0.0001], [-0.0435, -0.0346, -0.0555], [0.0263, -0.0317, -0.0440], [-0.0361, -0.0159, -0.1029], [0.0734, -0.0044, -0.0081], [0.0218, -0.0060, -0.0171], [0.0509, 0.0071, 0.1009], [0.0160, 0.0206, -0.0100], [0.0026, -0.0048, -0.0163], [0.0129, -0.0374, 0.0250], [-0.0376, -0.0022, -0.0315], [-0.2277, -0.3539, 0.2474], [-0.5905, -0.2797, -0.0974], [0.2551, -0.5740, 0.1618], [-0.0851, 0.4664, -0.0045], [-0.0485, 0.1778, -0.0915], [-0.2607, -0.3324, -0.2478], [0.2640, 0.0174, 0.2384], [-0.2369, -0.3858, -0.3580], [0.0288, 0.0131, -0.1272], [-0.0457, 0.0743, -0.1069], [-0.0673, -0.0667, 0.0239], [0.0662, 0.0610, 0.0074], [-0.0863, -0.0096, 0.0489], [0.2044, 0.1791, -0.0262], [0.0422, 0.1308, -0.1443], [0.0525, -0.0230, 0.0074], [0.0472, -0.0176, 0.0187], [0.0049, -0.0019, 0.0230], [0.0224, 0.0047, -0.0023], [0.0469, 0.0280, 0.0264], [0.0047, -0.0036, 0.0026], [0.0168, -0.0001, 0.0213], [-0.0546, -0.0308, -0.0250], [0.0356, 0.0110, -0.0256], [-0.2161, 0.0111, 0.0308], [-0.0123, 0.0262, -0.0712], [-0.0914, 0.1974, 0.9537], [-0.0303, -0.0774, -0.0319], [-0.0582, -0.1938, -0.1953]],
  "lowdin_spin": [1.50, 0.00, 0.02, 0.12, 0.11, 0.02, 0.27, 0.11, 0.08, 0.04, 0.01, 0.01, 0.01, 0.12, 0.09, 0.01, 0.18, 0.01, 0.08, 0.00, 0.00, 0.00, 0.00, 0.00, 0.00, 0.00, 0.00, 0.01, 0.00, 0.01, 0.00, 0.00, 0.00, 0.00, 0.00, 0.00, 0.00, 0.00, 0.00, 0.00, 0.00, 0.00, 0.01, 0.00, 0.00, 0.03, 0.26, -0.02, 0.28, 0.03, 0.17, 0.24, 0.07, 0.02, 0.00, 0.00, 0.00, 0.00, 0.02, 0.01, 0.00, 0.00, 0.00, 0.01, 0.01, 0.00, 0.00, 0.00, 0.00, 0.01, 0.00, -0.01, 0.01, 0.01]
}